Version A
Formula: C4H5ClN2
Source: the OMol25 dataset
Level of theory: wB97M-V/def2-TZVPD

```
12
C4H5ClN2 | the OMol25 dataset | wB97M-V/def2-TZVPD
Cl -0.494 -2.330 -1.590
C 0.772 -0.058 -0.477
H 0.160 -1.555 1.234
H 1.673 -0.473 -0.932
H -1.469 0.447 1.596
H 1.155 2.160 -0.779
H -1.389 -0.177 -1.007
N -0.031 1.649 0.844
C 0.667 1.366 -0.197
C -0.545 -0.806 -0.743
N -0.484 0.443 1.396
C -0.017 -0.666 0.655
```

Properties
Gap between HOMO and LUMO = 0.3514 hartree
Lowest unoccupied orbital energy = 1.0 eV
SMILES = Cl[C@@H]1[C@H]2C=NN[C@@H]12


Version B
Formula: C4H5ClN2
Source: the OMol25 dataset
Level of theory: wB97M-V/def2-TZVPD

```
12
C4H5ClN2 | the OMol25 dataset | wB97M-V/def2-TZVPD
H -1.977 2.091 -0.138
C -0.023 -0.543 -0.140
C 1.083 0.088 0.575
H -1.687 1.309 1.439
Cl 0.256 -2.120 -0.809
H -2.020 -0.304 -0.847
N 1.099 1.349 0.818
N 0.017 2.064 0.385
C -1.289 1.441 0.399
C -1.187 0.105 -0.302
H 0.062 2.982 0.788
H 1.952 -0.472 0.886
```

Properties
Gap between HOMO and LUMO = 0.3345 hartree
Lowest unoccupied orbital energy = 0.6 eV
SMILES = ClC1=CCNN=C1


Version C
Formula: C4H5ClN2
Source: the OMol25 dataset
Level of theory: wB97M-V/def2-TZVPD

```
12
C4H5ClN2 | the OMol25 dataset | wB97M-V/def2-TZVPD
H -0.079 1.368 -1.553
H 1.697 -1.200 -0.221
H 1.367 -1.851 1.383
C -1.240 -0.046 0.126
N 0.407 1.053 0.581
C 0.885 -1.549 0.403
C 0.076 -0.371 0.286
H 0.449 -2.410 0.012
N -1.052 1.333 0.355
H 0.217 2.750 -0.598
Cl -2.710 -0.816 -0.212
C -0.017 1.739 -0.560
```

Properties
Gap between HOMO and LUMO = 0.3509 hartree
Lowest unoccupied orbital energy = 0.9 eV
SMILES = Cc1c(Cl)n2n1C2


What should be chosen as the most stable of them? Choose version B.


Version A
Formula: C4H5ClN2
Source: the OMol25 dataset
Level of theory: wB97M-V/def2-TZVPD

```
12
C4H5ClN2 | the OMol25 dataset | wB97M-V/def2-TZVPD
Cl 2.159 -0.703 1.591
H -1.358 1.564 -0.479
C 0.144 0.442 0.282
H 0.327 2.065 -1.266
H -0.917 -1.194 0.934
N 0.882 -1.785 -3.114
N 0.363 -2.017 -2.170
C -0.301 1.395 -0.566
H -1.736 0.423 1.083
H -0.368 -0.189 2.188
C -0.753 -0.206 1.194
C 1.558 0.204 0.323
```

Properties
Gap between HOMO and LUMO (spin up / spin down) = 0.2666 / 0.2665 hartree
Lowest unoccupied orbital energy (spin up / spin down) = -1.0 / -1.0 eV


Version B
Formula: C4H5ClN2
Source: the OMol25 dataset
Level of theory: wB97M-V/def2-TZVPD

```
12
C4H5ClN2 | the OMol25 dataset | wB97M-V/def2-TZVPD
Cl -4.142 0.453 0.046
H -0.869 -2.610 0.131
H -1.726 1.506 -0.314
C 0.272 0.662 -0.093
C -1.704 -0.537 -0.108
H 0.698 1.182 0.722
N -1.245 0.690 0.083
H 0.719 1.161 -1.099
C 0.581 -0.810 0.077
N -3.162 -0.989 -0.128
H 1.582 -1.093 0.283
C -0.594 -1.488 0.041
```

Properties
Gap between HOMO and LUMO = 0.3061 hartree
Lowest unoccupied orbital energy = 0.1 eV
SMILES = Cl/N=C1/C=CCN1


What should be chosen as the most stable of them? Choose version B.


Version A
Formula: C3H7NO2P
Source: the OMol25 dataset
Level of theory: wB97M-V/def2-TZVPD

```
14
C3H7NO2P | the OMol25 dataset | wB97M-V/def2-TZVPD
N 2.566 0.520 0.775
H -0.067 1.431 -0.498
H 0.099 -1.471 -0.019
O -2.342 -1.290 0.611
H 0.561 -0.419 -1.518
P -2.117 -0.058 -0.100
H 2.688 -1.345 0.114
H -1.866 -0.278 -1.471
C 2.067 -0.413 0.116
C 0.634 -0.536 -0.278
H 1.763 1.300 0.895
C -0.372 0.590 0.090
O -3.094 1.052 0.094
H -0.519 0.918 1.189
```

Properties
Net charge = -1
Gap between HOMO and LUMO = 0.3239 hartree
Lowest unoccupied orbital energy = 4.0 eV
SMILES = [H]/N=C\CC[P@@H](=O)[O-]


Version B
Formula: C3H7NO2P
Source: the OMol25 dataset
Level of theory: wB97M-V/def2-TZVPD

```
14
C3H7NO2P | the OMol25 dataset | wB97M-V/def2-TZVPD
H -3.012 -0.263 -0.732
O 2.576 -0.451 -1.262
H -2.553 -1.931 -0.354
N -1.218 -0.208 -0.018
P 1.986 -0.064 0.075
H -3.155 -0.810 0.829
C -2.546 -0.890 -0.066
H 2.421 2.275 -0.116
O 2.786 -0.527 1.277
H -0.449 -2.003 0.335
C 1.515 1.840 -0.028
H 0.819 1.808 -0.963
C -0.231 -0.936 0.229
H 1.060 2.163 0.795
```

Properties
Net charge = -1
Gap between HOMO and LUMO = 0.2893 hartree
Lowest unoccupied orbital energy = 3.8 eV


What should be chosen as the most stable of them? Choose version A.


Version A
Formula: C5H6FN
Source: the OMol25 dataset
Level of theory: wB97M-V/def2-TZVPD

```
13
C5H6FN | the OMol25 dataset | wB97M-V/def2-TZVPD
C 1.039 -0.716 0.394
F 2.247 -0.271 -0.097
H -2.160 -0.273 -0.677
H 1.316 1.360 -1.511
H 0.226 2.304 -0.490
C -0.001 0.032 -0.083
H -0.483 1.149 -1.937
C 0.229 1.223 -1.005
N 1.366 -2.398 2.262
C -1.427 -0.222 0.241
H -1.756 0.662 0.821
H -1.816 -1.095 0.832
C 1.220 -1.753 1.251
```

Properties
Gap between HOMO and LUMO = 0.3531 hartree
Lowest unoccupied orbital energy = 0.0 eV
SMILES = CC(C)=C(F)C#N


Version B
Formula: C5H6FN
Source: the OMol25 dataset
Level of theory: wB97M-V/def2-TZVPD

```
13
C5H6FN | the OMol25 dataset | wB97M-V/def2-TZVPD
N 0.556 -0.953 -0.096
H 2.385 1.711 0.133
H -2.181 -0.850 -0.919
C -0.421 -0.012 -0.071
C 1.802 -0.377 -0.018
C -1.857 -0.406 0.006
F -0.422 2.347 -0.019
H 2.656 -0.990 0.089
H -2.501 0.430 0.073
C 1.612 0.967 -0.035
C 0.207 1.152 -0.088
H -2.110 -1.045 0.852
H 0.276 -1.974 0.094
```

Properties
Gap between HOMO and LUMO = 0.3404 hartree
Lowest unoccupied orbital energy = 1.0 eV
SMILES = Cc1[nH]ccc1F


Version C
Formula: C5H6FN
Source: the OMol25 dataset
Level of theory: wB97M-V/def2-TZVPD

```
13
C5H6FN | the OMol25 dataset | wB97M-V/def2-TZVPD
H 0.549 -1.643 -0.786
C -0.191 -0.502 0.758
H 2.386 0.578 -0.904
H -3.428 0.160 -0.733
C 1.288 0.064 -0.679
C -1.530 -0.390 0.260
C 0.687 0.716 0.591
N 0.987 -1.189 -0.012
H 0.496 0.135 -1.545
C -2.505 0.129 -0.313
H 1.325 1.031 1.586
H -0.086 -0.882 1.735
F 0.024 1.795 0.042
```

Properties
Gap between HOMO and LUMO = 0.3935 hartree
Lowest unoccupied orbital energy = 0.9 eV
SMILES = C#C[C@H]1NC[C@H]1F


What should be chosen as the most stable of them? Choose version B.